Arrangement a

C4H3O3S as an isolated structure, computed with ωB97M-V with the def2-TZVPD basis set.

Total charge   -1
Orbital gap   0.2844 hartree
HOMO   -0.14635 Ha

CARTESIAN COORDINATES (ANGSTROEM)
C  0.0427  -0.0981  -0.0018
C  0.6509  -1.2784  -0.0540
C  0.6993  1.1844  0.0534
C  -1.5032  -0.1017  0.0008
O  0.6160  -2.4885  -0.1536
O  0.1297  2.2604  -0.1722
O  2.0441  1.1278  0.1832
S  2.8265  -0.3777  -0.0536
H  -1.9143  -0.9034  -0.5443
H  -1.8140  1.0075  -0.2547
H  -1.7777  -0.3323  0.9969

Löwdin charges in e: atom 1 (C): -0.27, atom 2 (C): -0.41, atom 3 (C): -0.59, atom 4 (C): -0.04, atom 5 (O): -0.01, atom 6 (O): 0.00, atom 7 (O): -0.50, atom 8 (S): 0.62, atom 9 (H): 0.04, atom 10 (H): 0.11, atom 11 (H): 0.05

---

Arrangement b

An isolated ion of composition C4H3O3S and charge -1, computed with ωB97M-V with the def2-TZVPD basis set.

Total charge   -1
Orbital gap   0.2445 hartree
HOMO   -0.11704 Ha

CARTESIAN COORDINATES (ANGSTROEM)
O  3.4406  1.7681  0.2701
C  2.6985  0.8255  0.1342
C  1.8270  -0.0588  -0.2309
O  2.5528  -1.2643  -0.5844
C  0.3551  -0.4748  -0.1500
O  0.2768  -1.7630  -0.1917
C  -0.7770  0.2066  -0.4566
S  -0.8234  1.9752  -0.4128
H  1.8168  -1.8589  -0.6730
H  -1.6003  -0.2629  0.1189
H  -0.0735  2.3699  -1.5325

Löwdin charges in e: atom 1 (O): 0.08, atom 2 (C): -0.12, atom 3 (C): -0.19, atom 4 (O): -0.05, atom 5 (C): -0.52, atom 6 (O): -0.13, atom 7 (C): -0.56, atom 8 (S): 0.57, atom 9 (H): 0.01, atom 10 (H): 0.05, atom 11 (H): -0.14

---

Result of the stability comparison: arrangement b is the least stable of them.

---

Arrangement a

One molecule with the formula C3H4FN3, computed with ωB97M-V with the def2-TZVPD basis set.

Total charge   0
Orbital gap   0.3887 hartree
HOMO   -0.34941 Ha

CARTESIAN COORDINATES (ANGSTROEM)
C  0.7497  -0.6416  -0.0168
C  -0.5837  0.0150  0.1588
N  -0.7520  1.3197  0.1898
N  -2.0418  1.6090  0.0833
N  -2.8284  0.5391  -0.0291
C  -2.0256  -0.5090  0.0067
F  -2.4158  -1.7283  -0.2876
H  0.9805  -1.6082  0.6360
H  0.7893  -0.8499  -1.0458
H  1.5421  0.1678  0.3793
H  -2.3551  2.6023  0.1786

Löwdin charges in e: atom 1 (C): -0.06, atom 2 (C): -0.27, atom 3 (N): 0.05, atom 4 (N): -0.10, atom 5 (N): 0.10, atom 6 (C): -0.29, atom 7 (F): 0.10, atom 8 (H): 0.12, atom 9 (H): 0.04, atom 10 (H): 0.12, atom 11 (H): 0.18

---

Arrangement b

One molecule with the formula C3H4FN3, computed with ωB97M-V with the def2-TZVPD basis set.

Total charge   0
Orbital gap   0.3187 hartree
HOMO   -0.30507 Ha

CARTESIAN COORDINATES (ANGSTROEM)
C  1.0820  -0.1901  -0.2110
C  -0.9219  -1.2636  -0.5378
C  -0.8808  1.1121  0.3483
N  1.7884  -1.1850  -0.4484
N  2.6079  -1.9853  -0.5592
N  -0.3598  -0.0504  -0.2903
F  -2.1932  -1.3348  -0.2521
H  1.7397  0.5634  0.2635
H  -0.9619  0.8331  1.4148
H  -0.0983  1.8368  0.3032
H  -1.8021  1.6640  -0.0308

Löwdin charges in e: atom 1 (C): -0.19, atom 2 (C): -0.11, atom 3 (C): -0.07, atom 4 (N): -0.14, atom 5 (N): 0.21, atom 6 (N): -0.16, atom 7 (F): 0.03, atom 8 (H): 0.14, atom 9 (H): 0.11, atom 10 (H): 0.06, atom 11 (H): 0.12

---

Result of the stability comparison: arrangement b is the least stable of them.

---

Arrangement a

One molecule with the formula C8H14N2O3, computed with ωB97M-V with the def2-TZVPD basis set.

Total charge   0
Orbital gap   0.3621 hartree
HOMO   -0.33966 Ha

CARTESIAN COORDINATES (ANGSTROEM)
C  -2.3643  -0.0725  1.6502
C  -1.9187  0.3806  0.2521
N  -2.9981  0.6418  -0.6752
C  -1.0701  -0.7517  -0.3439
O  -1.6176  -1.6728  -0.9490
N  0.2639  -0.7739  -0.1038
C  1.0812  -1.9074  -0.5004
C  2.2538  -1.8182  0.4729
C  2.4790  -0.3124  0.6176
C  1.0411  0.2836  0.5301
C  1.0808  1.5433  -0.3159
O  1.1774  1.5764  -1.5122
O  1.0305  2.6611  0.4510
H  -3.0049  0.6636  2.0935
H  -2.9077  -0.9972  1.5692
H  -1.4960  -0.2184  2.3084
H  -1.3180  1.2942  0.3536
H  -3.3217  -0.2590  -1.0253
H  -3.7968  1.0704  -0.1845
H  0.4759  -2.8197  -0.4345
H  1.4094  -1.7932  -1.5260
H  3.1733  -2.3119  0.1121
H  1.9606  -2.2671  1.4392
H  2.9503  -0.0502  1.5159
H  3.0622  0.0610  -0.2064
H  0.6351  0.5245  1.5000
H  1.0991  3.4375  -0.1570

Löwdin charges in e: atom 1 (C): -0.04, atom 2 (C): -0.37, atom 3 (N): 0.05, atom 4 (C): -0.40, atom 5 (O): 0.06, atom 6 (N): 0.00, atom 7 (C): -0.12, atom 8 (C): -0.14, atom 9 (C): -0.09, atom 10 (C): -0.18, atom 11 (C): -0.50, atom 12 (O): 0.14, atom 13 (O): 0.10, atom 14 (H): 0.07, atom 15 (H): 0.08, atom 16 (H): 0.08, atom 17 (H): 0.12, atom 18 (H): 0.07, atom 19 (H): 0.08, atom 20 (H): 0.13, atom 21 (H): 0.13, atom 22 (H): 0.12, atom 23 (H): 0.12, atom 24 (H): 0.10, atom 25 (H): 0.12, atom 26 (H): 0.14, atom 27 (H): 0.15

---

Arrangement b

A 2-piece molecular cluster, C8H14N2O3 overall, computed with ωB97M-V with the def2-TZVPD basis set.

Total charge   0
Orbital gap   0.3343 hartree
HOMO   -0.30660 Ha

CARTESIAN COORDINATES (ANGSTROEM)
C  -0.4289  -2.8850  -1.7685
C  0.3534  -1.9816  -0.9955
O  1.3611  -1.4284  -1.3994
O  -0.1870  -1.6225  0.1427
C  0.2491  -0.6681  0.9750
C  -0.3791  -0.4381  2.1341
C  0.2499  0.6453  2.8385
C  1.6687  0.6285  2.2091
C  1.5894  -0.0735  0.8118
H  -1.4296  -2.5860  -2.1226
H  -0.7601  -3.7807  -1.1983
H  0.1421  -3.1765  -2.6449
H  -1.3354  -0.9082  2.2922
H  0.2858  0.3951  3.9338
H  -0.1856  1.6888  2.7468
H  1.8796  1.7923  2.0139
H  2.4271  0.0700  2.8682
H  1.5523  0.6718  -0.0001
H  2.4658  -0.6356  0.7128
C  -0.8737  2.1981  -2.7046
N  -0.3056  1.8105  -1.3946
N  -0.8876  1.3558  -0.4504
O  -2.3263  1.1379  -0.4867
H  -0.2446  1.6638  -3.3482
H  -0.6264  3.2729  -2.6628
H  -1.9224  1.9293  -2.9543
H  -2.3319  0.9241  0.4522

Löwdin charges in e: atom 1 (C): 0.01, atom 2 (C): -0.55, atom 3 (O): 0.10, atom 4 (O): 0.10, atom 5 (C): -0.32, atom 6 (C): -0.07, atom 7 (C): -0.23, atom 8 (C): -0.16, atom 9 (C): -0.13, atom 10 (H): 0.11, atom 11 (H): 0.11, atom 12 (H): 0.10, atom 13 (H): 0.12, atom 14 (H): 0.12, atom 15 (H): 0.12, atom 16 (H): 0.14, atom 17 (H): 0.13, atom 18 (H): 0.10, atom 19 (H): 0.10, atom 20 (C): -0.06, atom 21 (N): -0.03, atom 22 (N): -0.03, atom 23 (O): -0.04, atom 24 (H): 0.05, atom 25 (H): 0.09, atom 26 (H): 0.08, atom 27 (H): 0.06

---

Result of the stability comparison: arrangement b is the least stable of them.

---

Arrangement a

One molecule with the formula C8H11NO4, computed with ωB97M-V with the def2-TZVPD basis set.

Total charge   0
Orbital gap   0.3256 hartree
HOMO   -0.31304 Ha

CARTESIAN COORDINATES (ANGSTROEM)
O  -1.2577  1.7802  -0.1317
C  -0.5314  1.1561  0.6229
C  -0.6867  1.0030  2.0432
C  0.0510  0.0741  2.7832
O  -0.4498  -0.1941  4.0357
C  1.1956  -0.4677  2.1305
C  1.5362  -0.1524  0.7923
N  0.6551  0.5521  0.0905
C  1.1747  0.9194  -1.2295
O  1.2896  -0.1721  -2.1101
C  -0.0419  -0.6149  -2.6377
C  -1.1813  -0.6503  -1.5095
O  -2.1043  -1.5712  -2.1069
H  -1.5816  1.2566  2.5180
H  -0.1329  -1.0380  4.4928
H  2.0278  -0.9384  2.5836
H  2.4561  -0.5567  0.4252
H  2.1734  1.2294  -1.0457
H  0.5664  1.8010  -1.5121
H  0.2952  -1.6708  -3.0374
H  -0.2738  0.0777  -3.4378
H  -1.3638  0.5753  -1.3064
H  -0.6830  -1.1122  -0.5511
H  -3.1332  -1.2862  -1.9021

Löwdin charges in e: atom 1 (O): 0.00, atom 2 (C): -0.43, atom 3 (C): 0.08, atom 4 (C): -0.28, atom 5 (O): 0.04, atom 6 (C): 0.00, atom 7 (C): -0.04, atom 8 (N): -0.03, atom 9 (C): -0.19, atom 10 (O): -0.14, atom 11 (C): -0.12, atom 12 (C): -0.24, atom 13 (O): -0.14, atom 14 (H): 0.11, atom 15 (H): 0.16, atom 16 (H): 0.09, atom 17 (H): 0.14, atom 18 (H): 0.12, atom 19 (H): 0.15, atom 20 (H): 0.15, atom 21 (H): 0.11, atom 22 (H): 0.14, atom 23 (H): 0.14, atom 24 (H): 0.18

---

Arrangement b

A 2-piece molecular cluster, C8H11NO4 overall, computed with ωB97M-V with the def2-TZVPD basis set.

Total charge   0
Orbital gap   0.2960 hartree
HOMO   -0.29970 Ha

CARTESIAN COORDINATES (ANGSTROEM)
O  -1.1545  0.8388  -2.2188
N  -0.2199  0.1003  -1.8522
O  0.1830  -0.8185  -2.8126
C  0.4499  0.1898  -0.7657
C  1.5539  -0.6601  -0.5468
C  2.4097  -0.3028  0.3489
C  2.0722  0.5799  1.4499
C  0.8870  1.2413  1.4962
C  0.0388  1.3091  0.2255
C  -1.3872  0.8989  0.6629
O  -2.0674  1.9481  1.4029
H  -0.2332  -0.4821  -3.7008
H  1.9537  -1.3667  -1.2299
H  3.2081  -0.9411  0.5561
H  2.6459  0.5054  2.4039
H  0.6556  1.8475  2.3842
H  -0.0600  2.2961  -0.2757
H  -1.1022  -0.0500  1.2267
H  -1.9711  0.6188  -0.2037
H  -2.8039  1.5966  1.9503
C  -1.3255  -2.3611  -0.1362
O  -2.4763  -2.1660  -0.2047
H  -0.6123  -1.9519  0.6961
H  -0.6443  -2.8704  -0.8566

Löwdin charges in e: atom 1 (O): -0.02, atom 2 (N): -0.29, atom 3 (O): 0.04, atom 4 (C): -0.18, atom 5 (C): -0.06, atom 6 (C): -0.09, atom 7 (C): -0.07, atom 8 (C): -0.03, atom 9 (C): -0.17, atom 10 (C): -0.22, atom 11 (O): -0.06, atom 12 (H): 0.18, atom 13 (H): 0.12, atom 14 (H): 0.09, atom 15 (H): 0.11, atom 16 (H): 0.12, atom 17 (H): 0.17, atom 18 (H): 0.12, atom 19 (H): 0.10, atom 20 (H): 0.10, atom 21 (C): -0.20, atom 22 (O): 0.05, atom 23 (H): 0.09, atom 24 (H): 0.09

---

Arrangement c

A 2-piece molecular cluster, C8H11NO4 overall, computed with ωB97M-V with the def2-TZVPD basis set.

Total charge   0
Orbital gap   0.2391 hartree
HOMO   -0.28288 Ha

CARTESIAN COORDINATES (ANGSTROEM)
O  -1.2481  1.3440  0.1983
C  -1.7651  0.2560  0.2536
C  -2.8561  -0.3212  1.1231
C  -3.1085  -1.5661  0.8550
C  -2.1909  -1.9716  -0.2169
O  -1.9952  -3.0022  -0.8384
N  -1.4913  -0.8337  -0.5057
O  -0.7111  -0.8392  -1.6190
H  -3.3036  0.2914  1.8506
H  -3.7186  -2.2017  1.4452
H  -0.7471  -1.8728  -1.8507
C  2.3034  -0.4602  0.5456
C  1.9026  0.8345  -0.1341
C  1.8016  0.8630  -1.6460
C  1.3478  1.8179  0.5775
O  1.3282  1.8101  1.9539
H  3.3227  -0.1725  0.9267
H  1.5381  -0.6857  1.2356
H  2.4745  -1.0504  -0.3590
H  0.8168  0.7639  -2.0611
H  2.2869  1.8466  -2.0342
H  2.4296  -0.0211  -1.9543
H  0.7969  2.5768  0.1207
H  0.7865  2.5943  2.1336

Löwdin charges in e: atom 1 (O): 0.14, atom 2 (C): -0.35, atom 3 (C): 0.06, atom 4 (C): 0.05, atom 5 (C): -0.38, atom 6 (O): 0.12, atom 7 (N): -0.05, atom 8 (O): 0.05, atom 9 (H): 0.11, atom 10 (H): 0.12, atom 11 (H): 0.18, atom 12 (C): -0.04, atom 13 (C): -0.36, atom 14 (C): -0.08, atom 15 (C): -0.22, atom 16 (O): 0.00, atom 17 (H): 0.10, atom 18 (H): 0.06, atom 19 (H): 0.06, atom 20 (H): 0.04, atom 21 (H): 0.11, atom 22 (H): 0.08, atom 23 (H): 0.10, atom 24 (H): 0.10

---

Result of the stability comparison: arrangement b is the least stable of them.

---

Arrangement a

An isolated ion of composition C2H6O5P2 and charge -2, computed with ωB97M-V with the def2-TZVPD basis set.

Total charge   -2
Orbital gap   0.2454 hartree
HOMO   0.00095 Ha

CARTESIAN COORDINATES (ANGSTROEM)
O  2.0097  -0.7631  -1.0674
P  1.6730  -0.0235  0.1942
O  1.8451  -0.8861  1.4791
O  2.0463  1.4522  0.1422
C  -0.4959  -0.1401  0.2571
O  -0.6489  -0.7548  1.5979
P  -0.7674  -1.3051  -1.1053
C  -1.0593  1.3049  0.0691
O  -0.7622  1.6310  -1.2871
H  0.3867  -0.9323  1.7913
H  -1.9635  -1.9703  -0.7737
H  0.2930  -2.2026  -0.5920
H  -2.1258  1.4750  0.1934
H  -0.4705  1.8558  0.7129
H  0.0396  1.2589  -1.6117

Löwdin charges in e: atom 1 (O): -0.51, atom 2 (P): 0.16, atom 3 (O): -0.44, atom 4 (O): -0.45, atom 5 (C): -0.72, atom 6 (O): -0.27, atom 7 (P): 0.76, atom 8 (C): -0.29, atom 9 (O): -0.16, atom 10 (H): 0.01, atom 11 (H): -0.18, atom 12 (H): -0.06, atom 13 (H): 0.09, atom 14 (H): 0.06, atom 15 (H): 0.02

---

Arrangement b

A 2-piece molecular cluster, C2H6O5P2 overall, computed with ωB97M-V with the def2-TZVPD basis set.

Total charge   -2
Orbital gap (spin up / spin down)   0.1947 / 0.1946 hartree
HOMO (spin up / spin down)   0.04703 / 0.04707 Ha

CARTESIAN COORDINATES (ANGSTROEM)
C  -1.9756  0.8879  -0.1206
C  0.0775  -0.5634  0.4081
O  2.5738  -0.6266  -1.0943
O  2.3635  0.8072  1.0443
O  1.2241  1.4825  -1.1382
O  -2.9502  0.1709  -0.5910
O  0.1573  -0.5278  1.8570
P  -0.4480  -2.1539  -0.0467
P  1.7172  0.2049  -0.1994
H  -1.8769  1.1248  1.0753
H  -1.2885  1.5548  -0.5894
H  1.1097  2.0732  -0.4322
H  0.8773  0.1012  1.8564
H  0.0806  -2.6517  -1.3971
H  -1.6418  -1.8839  -0.6323

Löwdin charges in e: atom 1 (C): -0.27, atom 2 (C): -0.75, atom 3 (O): -0.43, atom 4 (O): -0.42, atom 5 (O): -0.22, atom 6 (O): -0.26, atom 7 (O): -0.28, atom 8 (P): 0.67, atom 9 (P): 0.25, atom 10 (H): 0.08, atom 11 (H): 0.00, atom 12 (H): -0.01, atom 13 (H): -0.03, atom 14 (H): -0.11, atom 15 (H): -0.20

---

Result of the stability comparison: arrangement b is the least stable of them.

---

Arrangement a

A 2-piece molecular cluster, C2H3IN2O overall, computed with ωB97M-V with the def2-TZVPD basis set.

Total charge   0
Orbital gap   0.3390 hartree
HOMO   -0.32438 Ha

CARTESIAN COORDINATES (ANGSTROEM)
C  0.3339  0.0425  0.8381
C  0.0173  -0.3049  -1.8803
N  0.2981  1.2290  1.4719
N  0.2122  -1.4665  -2.0117
O  -0.2068  0.8268  -1.8052
I  -1.0055  -1.4412  1.6657
H  -0.4482  1.4460  2.1579
H  0.8201  1.9504  0.9775
H  -0.0212  -2.2822  -1.4139

Löwdin charges in e: atom 1 (C): -0.59, atom 2 (C): -0.52, atom 3 (N): -0.06, atom 4 (N): 0.18, atom 5 (O): 0.12, atom 6 (I): 0.61, atom 7 (H): 0.09, atom 8 (H): 0.10, atom 9 (H): 0.09

---

Arrangement b

A 3-piece molecular cluster, C2H3IN2O overall, computed with ωB97M-V with the def2-TZVPD basis set.

Total charge   0
Orbital gap   0.3892 hartree
HOMO   -0.36966 Ha

CARTESIAN COORDINATES (ANGSTROEM)
N  2.6398  -0.9368  0.4273
N  2.4833  -1.7289  -0.3156
O  2.2327  -2.4730  -1.1901
C  -0.1228  0.0790  0.1052
C  0.4053  0.7511  0.9564
H  -0.3640  -0.6748  -0.6197
H  0.6682  1.5565  1.6043
I  -4.6482  2.1305  -0.6776
H  -3.2945  1.2963  -0.2903

Löwdin charges in e: atom 1 (N): 0.24, atom 2 (N): -0.30, atom 3 (O): 0.08, atom 4 (C): -0.04, atom 5 (C): -0.02, atom 6 (H): 0.02, atom 7 (H): 0.02, atom 8 (I): 0.35, atom 9 (H): -0.36

---

Result of the stability comparison: arrangement b is the least stable of them.